{
  "formula": "C2H3INO2",
  "method": "ωB97M-V/def2-TZVPD",
  "elements": ["H", "N", "C", "H", "C", "O", "I", "O", "H"],
  "xyz": [[0.426, -1.210, 2.085], [0.799, -0.637, 1.435], [-0.096, 1.293, -1.353], [-0.949, 1.583, -0.753], [-0.073, -0.273, 0.362], [0.608, 0.311, -0.567], [-1.226, 0.268, -3.004], [-1.248, -0.488, 0.459], [1.759, -0.848, 1.335]],
  "total_charge": -1,
  "largest_force_ev_per_a": 3.6,
  "e_above_lowest_kcal_mol": 52.2,
  "homo_ha": -0.0923,
  "e_tot_ev": -15808.1348,
  "lumo_ev": 3.5
}

---

{
  "formula": "C4H4N4",
  "method": "ωB97M-V/def2-TZVPD",
  "elements": ["H", "N", "H", "C", "C", "C", "N", "C", "H", "N", "N", "H"],
  "xyz": [[0.186, -3.759, -2.546], [0.524, 0.931, 1.712], [-1.625, -0.495, -0.507], [-0.156, -2.906, -1.788], [-0.699, -0.660, -0.006], [-0.001, 0.572, 0.517], [0.664, 2.660, 0.176], [-0.213, -1.675, -1.134], [1.355, 2.844, 1.952], [0.958, 2.235, 1.353], [0.155, 1.573, -0.449], [-1.148, -1.319, 0.720]],
  "largest_force_ev_per_a": 9.2,
  "e_above_lowest_kcal_mol": 137.2,
  "homo_ha": -0.3506,
  "e_tot_ev": -10166.8880,
  "lumo_ev": 0.7
}